# 1
Here is 2 unconnected molecules or ions with the total composition CHIOS2 at a distorted geometry from OMol25. Energies are from the ωB97M-V functional and the def2-TZVPD basis.

XYZ file:
```
6
Properties=species:S:1:pos:R:3:forces:R:3
C -2.1028 1.3618 0.6726 -0.1 -0.2 0.4
O 0.5407 0.0187 0.5141 0.6 1.7 0.2
S -2.1287 2.0317 -0.8833 0.0 0.1 -0.3
S -1.5285 2.9915 0.8785 0.0 0.1 0.1
I 1.5025 1.4460 -0.5663 -0.1 -0.8 0.1
H 0.4797 0.5445 1.3457 -0.3 -0.9 -0.4
```
Forces are in eV/Å.

spin multiplicity	1
E	-1207.861025	Eh
ΔE to the lowest compared entry with this formula, charge and spin	393.3	kJ/mol
HOMO level	-0.33567	hartree
orbital gap	8.1	eV

***

# 2
Here is a molecular structure, C35H33FeN6O6Si from OMol25. Energies are from the ωB97M-V functional and the def2-TZVPD basis.

XYZ file:
```
82
Properties=species:S:1:pos:R:3:forces:R:3
Fe -0.4327 0.6355 0.0563 -0.1 0.6 0.2
C -0.8124 -1.7541 3.8536 0.0 0.0 0.0
C 0.0666 -0.5459 3.9770 0.0 -0.1 0.0
C 1.1769 -0.5283 4.8202 0.0 0.0 0.0
C 1.9586 0.6107 4.8724 0.0 -0.1 0.0
C 1.6204 1.6989 4.0866 0.0 0.0 -0.2
C 0.4914 1.5952 3.2745 0.2 -0.2 0.1
N -0.2624 0.5077 3.2413 -0.2 0.1 0.1
C 0.0687 2.7208 2.3972 0.0 0.1 0.0
C 0.2652 4.0272 2.8372 -0.1 0.0 0.0
C -0.1747 5.0803 2.0607 0.0 0.0 0.0
C -0.7891 4.8029 0.8586 0.0 -0.1 0.0
C -0.9171 3.4754 0.4532 0.0 0.1 0.1
N -0.5013 2.4547 1.2150 0.1 -0.4 -0.3
C -1.5336 3.1328 -0.8524 -0.1 0.0 -0.1
C -1.9254 4.1013 -1.7656 0.0 -0.1 0.1
C -2.4990 3.6957 -2.9580 0.0 0.0 0.0
C -2.6662 2.3498 -3.1950 0.0 0.0 0.0
C -2.2294 1.4246 -2.2489 -0.1 0.1 0.0
C -2.3318 -0.0376 -2.5220 0.0 0.0 0.0
N -1.6799 1.8265 -1.1023 0.5 -0.4 0.0
H -1.5666 -1.7585 4.6452 0.0 0.0 0.0
H -1.3384 -1.7187 2.9002 0.1 0.0 0.0
H -0.2274 -2.6711 3.9349 0.0 0.0 0.0
H 1.4225 -1.4017 5.4113 0.0 0.0 0.0
H 2.8396 0.6459 5.5019 0.0 0.0 0.0
H 2.2556 2.5731 4.0683 0.0 0.1 0.0
H 0.7102 4.2100 3.8033 0.0 -0.1 0.0
H -0.0532 6.1022 2.3966 0.0 0.0 0.0
H -1.1591 5.6050 0.2410 0.0 0.0 0.0
H -1.7741 5.1510 -1.5722 0.0 0.0 0.0
H -2.8050 4.4287 -3.6938 0.0 0.0 0.0
H -3.1039 1.9932 -4.1174 0.0 0.0 0.0
H -3.1389 -0.2363 -3.2278 0.0 0.0 0.0
H -1.3856 -0.3664 -2.9550 0.0 0.0 0.0
H -2.4849 -0.5969 -1.6001 0.0 0.0 0.0
O 1.1713 -0.2846 0.9999 -0.6 0.1 0.0
N 1.7381 -1.1671 0.3001 0.1 -0.1 0.0
N 1.1169 -1.4778 -0.7721 -0.1 0.1 0.1
O -0.0362 -0.9482 -1.1248 0.0 0.2 -0.1
C 1.7621 -2.3574 -1.6834 0.1 -0.1 0.0
C 1.2820 -2.4207 -2.9831 0.0 0.0 0.0
C 1.9320 -3.2258 -3.9064 0.0 0.0 0.0
C 3.0515 -3.9572 -3.5405 0.0 0.0 0.0
C 3.5138 -3.8932 -2.2317 0.0 0.0 0.0
C 2.8707 -3.1039 -1.2939 0.0 0.1 0.0
H 0.4218 -1.8236 -3.2477 0.0 0.0 0.0
H 1.5642 -3.2679 -4.9242 0.0 0.0 0.0
H 3.5631 -4.5746 -4.2679 0.0 0.0 0.0
H 4.3864 -4.4625 -1.9367 0.0 0.0 0.0
H 3.2276 -3.0391 -0.2773 0.0 0.0 0.0
C -5.0481 -2.9300 0.5552 0.0 0.1 0.1
Si -4.5172 -1.6031 1.7883 0.0 0.0 0.0
C -5.9396 -0.3743 1.9631 0.1 -0.1 0.0
C -4.2828 -2.4363 3.4678 0.0 0.0 -0.1
C -3.0083 -0.7854 1.2450 -0.3 -0.1 0.0
C -1.9770 -0.2379 0.8636 0.2 -0.1 -0.1
H -5.9214 -3.4883 0.9035 0.0 0.0 0.0
H -4.2320 -3.6354 0.3860 0.0 0.0 0.0
H -5.2939 -2.4760 -0.4077 0.0 0.0 0.0
H -6.8712 -0.8718 2.2473 0.0 0.0 0.0
H -6.1050 0.1530 1.0211 0.0 0.0 0.0
H -5.7052 0.3737 2.7237 0.0 0.0 0.0
H -5.2128 -2.8869 3.8260 0.0 0.0 0.0
H -3.9493 -1.7062 4.2087 0.0 0.0 0.0
H -3.5247 -3.2207 3.4085 0.0 0.0 0.0
O 0.8933 1.7252 -3.1921 0.0 -0.1 0.0
C 1.4726 1.4770 -2.1313 -0.3 0.2 -0.1
O 1.0463 1.7005 -0.9551 0.4 0.0 0.1
C 2.8580 0.8442 -2.2144 0.0 0.0 0.0
C 3.6764 0.7824 -1.0917 0.0 -0.1 0.0
C 4.9056 0.1490 -1.1524 0.0 0.0 -0.1
C 5.2885 -0.4350 -2.3514 -0.2 0.1 0.0
C 4.4930 -0.3895 -3.4874 0.0 0.0 0.1
C 3.2791 0.2681 -3.4088 0.0 0.0 0.0
N 6.5697 -1.1356 -2.4183 0.2 -0.2 0.0
O 7.3041 -1.0944 -1.4459 -0.1 0.0 0.0
O 6.8491 -1.7337 -3.4436 -0.1 0.1 0.0
H 3.3074 1.1991 -0.1645 0.0 0.0 0.0
H 5.5513 0.0771 -0.2905 0.0 0.0 0.0
H 4.8237 -0.8713 -4.3947 0.0 0.0 0.0
H 2.6210 0.3331 -4.2645 0.0 0.0 0.0
```
Forces are in eV/Å.

spin multiplicity	1
E	-3686.677786	Eh
net charge	-1
ΔE to the lowest compared entry with this formula, charge and spin	214.2	kJ/mol
HOMO level (spin up / spin down)	-0.16838 / -0.16836	hartree
orbital gap (spin up / spin down)	6.6 / 6.6	eV

***

# 3
Here is a single C20H33N3O4S molecule at a distorted geometry from OMol25. Energies are from the ωB97M-V functional and the def2-TZVPD basis.

XYZ file:
```
61
Properties=species:S:1:pos:R:3:forces:R:3
C 4.4039 -5.5484 -1.2981 -0.4 0.1 0.0
C 4.3301 -5.3701 0.2212 0.7 0.1 -0.7
N 5.6327 -4.9376 0.7666 0.3 2.1 0.6
S 6.0747 -3.2532 0.8214 0.1 -1.9 -0.9
O 7.5352 -3.2142 0.8797 -1.9 0.0 0.1
O 5.3456 -2.5568 -0.2402 0.8 -0.6 1.5
C 5.4410 -2.6916 2.4650 0.5 0.2 -0.8
C 3.9366 -2.6817 2.6018 -0.8 -0.8 0.4
O 3.4321 -3.5955 3.2483 -0.2 0.3 -0.3
N 3.1898 -1.6993 2.0354 0.0 0.7 -0.7
C 3.7224 -0.5260 1.3293 0.0 0.0 -0.1
C 1.7173 -1.7683 2.0574 -0.2 -0.6 0.4
C 1.0918 -2.8148 1.1017 0.6 -0.4 -0.5
C 1.4405 -2.5706 -0.3787 0.1 0.0 0.2
N -0.3506 -2.8572 1.3145 0.4 1.2 0.4
C -1.1580 -3.8744 0.9926 -0.5 -1.5 -0.2
O -0.7752 -4.8739 0.3943 0.1 0.4 0.1
C -2.6133 -3.7573 1.4535 0.1 0.2 0.2
C -2.8492 -4.0907 2.9557 -0.1 0.0 0.2
C -4.3427 -3.9829 3.3241 0.2 0.1 -0.1
C -1.9529 -3.2831 3.9057 -0.3 -0.3 -0.5
C -2.2233 -1.9368 4.1736 0.5 -0.3 0.1
C -1.3579 -1.1951 4.9741 0.1 -0.6 -0.2
C -0.2176 -1.7951 5.5111 0.3 0.4 0.4
C 0.7444 -0.9835 6.3639 -0.1 -0.1 -0.2
C 1.9491 -0.4674 5.5623 -0.1 -0.1 0.2
C 0.0502 -3.1402 5.2551 -0.5 0.2 -0.3
C -0.8159 -3.8820 4.4579 0.0 0.6 0.1
H 3.4436 -5.8837 -1.6908 -0.1 -0.1 0.0
H 4.6482 -4.6115 -1.8002 0.1 0.0 0.1
H 5.1515 -6.2901 -1.5806 0.1 0.0 0.1
H 3.5592 -4.6484 0.4960 0.2 0.0 0.0
H 4.0578 -6.3175 0.6907 0.1 0.1 0.1
H 6.4257 -5.5737 0.6766 -0.2 0.6 0.0
H 5.8824 -3.3548 3.2028 -0.2 -0.2 -0.1
H 5.8542 -1.7063 2.6399 0.3 0.2 -0.3
H 4.8093 -0.4803 1.2837 -0.2 -0.3 0.1
H 3.3657 -0.5124 0.2985 0.0 -0.1 0.0
H 3.3787 0.3910 1.8096 -0.1 0.0 0.2
H 1.3946 -1.9981 3.0748 0.0 -0.2 0.0
H 1.2914 -0.7889 1.8363 0.3 0.2 -0.2
H 1.4966 -3.7924 1.3839 0.0 0.0 0.0
H 2.5194 -2.5529 -0.5320 0.1 0.0 0.1
H 1.0457 -3.3620 -1.0167 -0.1 0.0 0.2
H 1.0539 -1.6132 -0.7269 -0.2 0.1 0.0
H -0.7337 -2.1864 1.9616 0.0 0.1 0.0
H -2.9693 -2.7538 1.2227 -0.1 0.3 0.2
H -3.2014 -4.4304 0.8294 0.1 -0.1 0.1
H -2.5952 -5.1453 3.0944 0.2 0.0 -0.1
H -4.5050 -4.2070 4.3793 0.1 0.0 0.0
H -4.7420 -2.9871 3.1319 0.0 0.1 0.0
H -4.9411 -4.6894 2.7479 0.1 0.0 -0.1
H -3.0925 -1.4563 3.7496 -0.1 0.0 -0.1
H -1.5702 -0.1538 5.1686 0.0 0.1 0.1
H 0.2121 -0.1496 6.8245 0.0 0.1 -0.1
H 1.0853 -1.6004 7.1973 0.1 -0.1 0.0
H 2.6172 0.1186 6.1937 0.0 0.0 0.0
H 2.5293 -1.2930 5.1472 0.0 -0.1 0.0
H 1.6323 0.1672 4.7340 -0.1 0.0 0.0
H 0.9398 -3.6079 5.6535 0.1 0.0 0.1
H -0.5785 -4.9145 4.2437 -0.1 -0.1 -0.1
```
Forces are in eV/Å.

spin multiplicity	1
E	-1645.344262	Eh
ΔE to the lowest compared entry with this formula, charge and spin	84.4	kJ/mol
HOMO level	-0.33168	hartree
orbital gap	9.6	eV

***

# 4
Here is a molecular structure, C31H46N2O6P2Pm at a distorted geometry from OMol25. Energies are from the ωB97M-V functional and the def2-TZVPD basis.

XYZ file:
```
88
Properties=species:S:1:pos:R:3:forces:R:3
Pm 1.8525 0.0655 0.2139 -0.1 0.1 -1.4
C 1.9147 2.3374 1.4148 0.1 -0.8 0.9
C 1.0088 1.4706 2.1270 1.3 0.2 0.0
C 3.1690 0.6757 2.4047 -0.7 0.5 0.0
C 3.2388 1.7979 1.5242 -1.2 0.3 0.4
C 1.7996 0.4445 2.7428 0.2 0.8 0.2
C 1.5395 3.6713 0.8908 -0.4 0.6 -0.6
H 0.9708 4.2458 1.6476 0.2 -0.4 -0.3
H 0.8967 3.5914 -0.0062 0.2 0.3 0.3
H 2.4301 4.2683 0.6519 -0.3 -0.2 -0.1
C 4.4697 2.3741 0.9174 0.8 -0.1 0.1
H 4.5944 2.1336 -0.1510 -0.1 0.0 0.3
H 5.3604 1.9656 1.4159 -0.2 0.2 -0.1
H 4.5080 3.4630 1.0227 -0.1 -0.2 0.0
C 4.3677 0.0806 3.0598 0.4 -0.6 0.2
H 5.0963 0.8655 3.3134 -0.3 -0.2 -0.2
H 4.8741 -0.6334 2.4035 0.2 0.0 0.2
H 4.1278 -0.4301 4.0067 0.0 0.1 -0.5
C 1.3435 -0.5631 3.7480 0.0 -0.4 0.3
H 1.3498 -0.1283 4.7713 -0.1 -0.3 -0.6
H 2.0258 -1.4228 3.7458 -0.2 0.1 0.2
H 0.3407 -0.9603 3.5487 0.1 0.2 0.1
C -0.4541 1.7151 2.2746 -0.3 0.1 0.2
H -0.6501 2.2922 3.1974 0.0 -0.3 -0.3
H -1.0308 0.7774 2.3327 0.1 0.3 0.0
H -0.8247 2.3196 1.4336 0.1 -0.2 0.3
C -2.5411 0.7669 -2.2742 -0.2 0.8 0.4
C -2.6695 1.7890 -1.4096 -0.8 0.3 -1.2
C -3.3304 1.7926 -0.0412 -0.1 0.5 0.0
C -4.2641 0.6210 0.3629 -0.4 0.9 0.5
C -3.6460 -0.4704 1.1701 0.2 -0.8 0.2
C -2.6442 -1.2109 0.6718 0.8 0.5 2.1
C -1.7756 -0.7487 -0.4622 0.1 -0.4 -0.3
C -2.4899 -0.6579 -1.8272 0.1 0.0 -0.5
H -3.9792 2.6898 -0.1146 0.3 -0.4 0.2
H -4.7983 0.1831 -0.4936 0.3 0.3 0.0
H -2.6409 2.0338 0.7934 -0.4 -0.2 -0.4
H -3.5076 -1.0810 -1.8101 0.4 -0.1 0.2
H -2.4704 0.9379 -3.3514 0.4 0.2 0.4
H -2.5718 2.8080 -1.8168 0.0 -0.5 0.1
H -1.9357 -1.2184 -2.5926 -0.2 0.2 0.3
H -1.4067 0.2671 -0.2378 -0.1 -0.2 0.1
H -2.2697 -2.0853 1.2176 -0.2 0.6 0.0
H -0.8697 -1.3881 -0.5579 -0.4 -0.2 0.1
H -5.0498 1.0687 0.9892 0.1 -0.1 -0.3
H -4.0856 -0.6651 2.1839 0.4 -0.2 -1.2
P -2.7380 -3.9406 -0.4394 0.2 -1.0 -0.1
P -0.5040 -5.3555 1.5023 -0.8 -0.8 0.4
C -2.9186 -5.7684 -0.0953 0.1 0.1 -0.2
C -1.6031 -6.4176 0.3868 0.5 0.4 -0.1
H -3.2228 -6.2433 -1.0433 -0.1 0.0 0.4
H -3.7401 -5.9038 0.6313 0.4 0.1 -0.2
H -1.8183 -7.3549 0.9247 0.1 0.2 -0.3
H -0.9354 -6.6391 -0.4720 -0.5 -0.1 0.3
C 0.4589 -6.7705 2.2205 0.1 0.4 -0.1
H 1.0267 -6.4062 3.0943 -0.1 -0.2 -0.4
H 1.1409 -7.1573 1.4531 0.0 0.0 0.3
H -0.2274 -7.5609 2.5383 0.2 0.0 0.0
C -1.6862 -5.2030 2.9284 0.2 0.3 -0.1
H -2.2247 -6.1446 3.0944 0.1 0.2 0.0
H -2.3973 -4.3891 2.7380 0.1 -0.2 0.1
H -1.0994 -4.9683 3.8285 -0.3 0.0 -0.2
C -2.1267 -4.0764 -2.1788 -0.1 0.0 -0.1
H -1.8636 -3.0824 -2.5543 0.0 -0.4 0.0
H -2.9195 -4.4990 -2.8085 0.2 0.0 0.0
H -1.2377 -4.7167 -2.2349 -0.2 0.1 0.1
C -4.4843 -3.4721 -0.7572 -0.4 0.1 -0.2
H -5.1822 -4.3103 -0.6090 0.3 0.2 -0.1
H -4.5216 -3.1697 -1.8137 -0.3 0.0 0.3
H -4.7957 -2.6302 -0.1181 0.1 -0.4 -0.3
O 0.4910 1.9286 -2.4578 2.1 0.1 0.7
C 1.6959 2.1163 -2.2293 -1.1 -0.1 -0.6
O 2.4659 1.2729 -1.5539 -0.5 0.3 0.3
C 2.3615 3.3946 -2.7184 0.3 0.7 -0.6
C 3.3395 4.0488 -1.9686 0.0 0.3 0.1
C 3.7400 5.3654 -2.2848 -1.4 -0.9 -0.7
C 3.3646 5.9646 -3.4874 -0.2 0.0 -0.3
C 2.5035 5.2461 -4.3288 0.3 -1.2 1.3
C 1.9372 4.0142 -3.9115 0.2 0.5 -0.3
N 2.2194 5.7526 -5.6646 -0.7 1.2 -2.8
O 2.7720 6.8099 -6.0440 -0.9 -2.2 1.3
O 1.4434 5.1005 -6.3936 1.4 1.0 1.7
N 4.2908 6.1867 -1.2323 1.4 1.9 1.7
O 4.3733 5.6969 -0.0803 -0.1 0.7 -2.2
O 4.6092 7.3601 -1.5079 -0.6 -2.5 0.5
H 3.7588 3.5700 -1.0933 -0.3 0.3 -0.1
H 3.6934 6.9681 -3.7728 -0.1 -0.4 0.2
H 1.1878 3.5343 -4.5380 0.2 0.1 0.1
```
Forces are in eV/Å.

⟨S²⟩	6.009
spin multiplicity	5
E	-3060.388569	Eh
net charge	+1
ΔE to the lowest compared entry with this formula, charge and spin	35.2	kJ/mol
HOMO level (spin up / spin down)	-0.37448 / -0.37448	hartree
orbital gap (spin up / spin down)	5.8 / 5.9	eV

***

- Among the records above, which one has the lowest E?
  C35H33FeN6O6Si

***

- E of number 1 (CHIOS2)?
  -1207.861025 Eh

***

- Among the records above, which one has the lowest ΔE to the lowest compared entry with this formula, charge and spin?
  C31H46N2O6P2Pm